1.
C29H24Cl2F3PtSSbSi | ωB97M-V with the def2-TZVPD basis set

The geometry in XYZ format:
```
62
Properties=species:S:1:pos:R:3
Pt -0.29 -0.80 -0.43
Cl -1.70 -2.25 -1.92
C -2.96 -1.10 -2.36
C -4.13 -1.59 -2.89
C -5.13 -0.67 -3.20
C -4.95 0.68 -2.98
C -3.76 1.14 -2.44
Cl -3.51 2.82 -2.19
C -2.73 0.25 -2.12
S -1.20 0.92 -1.55
H -4.28 -2.65 -3.04
H -6.07 -1.03 -3.61
H -5.72 1.39 -3.23
F 3.03 5.66 -2.21
C 2.80 4.38 -2.00
C 1.80 4.02 -1.10
C 1.56 2.67 -0.89
C 2.30 1.72 -1.57
C 3.31 2.10 -2.46
C 3.56 3.44 -2.68
Sb 2.07 -0.33 -1.29
C 1.91 -1.30 -3.12
C 2.10 -2.68 -3.21
C 1.89 -3.33 -4.41
C 1.49 -2.58 -5.50
F 1.29 -3.19 -6.66
C 1.29 -1.21 -5.44
C 1.50 -0.57 -4.23
C 3.64 -1.12 -0.18
C 4.60 -1.87 -0.86
C 5.74 -2.27 -0.20
C 5.89 -1.92 1.14
F 6.98 -2.30 1.78
C 4.94 -1.18 1.83
C 3.80 -0.78 1.16
H 1.24 4.79 -0.58
H 0.79 2.39 -0.17
H 3.91 1.36 -2.98
H 4.33 3.78 -3.36
H 2.40 -3.27 -2.34
H 2.04 -4.40 -4.52
H 0.99 -0.67 -6.33
H 1.33 0.50 -4.17
H 4.48 -2.13 -1.91
H 6.52 -2.84 -0.69
H 5.11 -0.94 2.87
H 3.05 -0.21 1.69
C 2.62 -0.85 4.54
Si 1.52 0.56 4.04
C 0.02 0.74 5.12
C 2.46 2.15 3.79
C 0.88 0.09 2.31
C 0.49 -0.21 1.19
H 3.05 -0.62 5.52
H 3.45 -1.00 3.85
H 2.07 -1.79 4.63
H 0.34 1.03 6.12
H -0.55 -0.19 5.21
H -0.65 1.52 4.76
H 2.87 2.47 4.76
H 1.81 2.95 3.43
H 3.30 2.05 3.10
```

As for the frontier orbital gap (alpha / beta): 5.58 / 5.58 eV. The calculation puts the energy above the lowest of the compared OMol25 structures with the same formula, charge and spin at 6.6 kcal/mol. Its spin multiplicity is 1. As for the net charge: +2.

=====

2.
C31H44FO19Pb | ωB97M-V with the def2-TZVPD basis set

The geometry in XYZ format:
```
96
Properties=species:S:1:pos:R:3
Pb 0.30 -0.73 0.14
C 2.47 -3.82 1.46
O 1.76 -2.72 0.91
H 2.21 -4.22 2.44
H 2.44 -4.75 0.90
H 3.52 -3.53 1.54
C -6.21 2.28 -0.94
C -5.31 1.52 0.11
C -5.65 0.12 0.46
O -4.37 -0.54 0.49
C -3.43 0.19 -0.08
O -2.23 -0.05 -0.19
O -3.96 1.40 -0.33
H -6.43 1.61 -1.77
H -5.69 3.17 -1.32
H -7.15 2.71 -0.61
H -5.26 2.07 1.05
H -6.28 -0.27 -0.35
H -6.19 0.12 1.41
C 5.68 1.11 4.43
C 4.35 0.33 4.12
C 3.16 1.00 4.65
O 2.23 0.89 3.61
C 2.87 0.48 2.47
O 2.32 0.30 1.40
O 4.17 0.34 2.73
H 5.61 2.11 4.02
H 6.52 0.60 3.96
H 6.10 1.14 5.44
H 4.42 -0.72 4.42
H 3.47 2.03 4.81
H 2.85 0.48 5.56
C -1.70 -4.14 5.35
C -0.97 -2.85 5.19
C 0.50 -2.91 4.88
O 0.64 -1.68 4.20
C -0.59 -1.39 3.53
O -0.80 -0.65 2.56
O -1.51 -2.11 4.14
H -2.62 -4.17 5.93
H -1.07 -4.89 5.82
H -2.02 -4.58 4.41
H -1.13 -2.32 6.13
H 0.87 -3.64 4.17
H 1.18 -2.91 5.73
C 0.22 1.94 -6.10
C 0.85 2.54 -4.79
C 0.04 3.62 -4.09
O -0.39 2.96 -2.91
C 0.17 1.70 -2.86
O 0.12 0.97 -1.90
O 0.88 1.48 -3.89
H -0.78 1.55 -5.91
H 0.88 1.15 -6.46
H 0.05 2.66 -6.89
H 1.89 2.79 -5.00
H -0.88 3.94 -4.57
H 0.66 4.49 -3.90
C -2.55 -4.52 -4.95
C -1.99 -4.66 -3.53
C -0.64 -5.29 -3.55
O 0.06 -4.35 -2.80
C -0.66 -3.23 -2.58
O -0.28 -2.21 -1.92
O -1.90 -3.36 -3.09
H -1.85 -3.90 -5.51
H -3.55 -4.07 -5.02
H -2.57 -5.49 -5.44
H -2.66 -5.15 -2.82
H -0.22 -5.33 -4.55
H -0.53 -6.29 -3.13
C -2.95 5.28 1.84
C -1.55 4.72 1.71
C -0.91 4.34 3.05
O -0.30 3.03 2.82
C -0.71 2.62 1.60
O -0.38 1.57 1.05
O -1.66 3.46 1.10
H -3.59 4.58 2.36
H -3.32 5.32 0.81
H -3.00 6.28 2.27
H -0.88 5.37 1.15
H -1.71 4.26 3.79
H -0.14 5.03 3.39
F 2.07 -1.03 -1.76
C 2.97 -0.30 -2.43
C 3.27 -0.70 -3.77
C 4.31 -0.07 -4.45
C 4.93 1.00 -3.84
C 4.72 1.36 -2.54
C 3.66 0.74 -1.81
H 2.81 -1.56 -4.23
H 4.62 -0.40 -5.43
H 5.65 1.46 -4.51
H 5.29 2.21 -2.20
H 3.33 1.10 -0.84
```

As for the frontier orbital gap: 7.11 eV. The calculation puts the energy above the lowest of the compared OMol25 structures with the same formula, charge and spin at 0.0 kcal/mol. Its spin multiplicity is 1. As for the net charge: +1.

=====

3.
C25H17Cl3GeN5S2W | ωB97M-V with the def2-TZVPD basis set

The geometry in XYZ format:
```
54
Properties=species:S:1:pos:R:3
W 8.20 5.08 11.46
C 5.89 5.22 8.99
C 7.24 5.68 8.49
C 7.39 6.17 7.22
C 8.65 6.59 6.84
C 9.73 6.42 7.67
C 9.56 5.97 8.93
N 8.31 5.62 9.38
C 10.75 5.84 9.86
C 11.85 5.03 9.31
C 12.88 4.76 10.08
C 12.90 5.26 11.50
C 10.97 5.60 12.45
N 10.23 5.02 11.22
C 10.03 5.88 13.59
C 10.36 6.27 14.88
C 9.37 6.48 15.85
C 8.04 6.18 15.58
C 7.73 5.73 14.31
C 6.36 5.21 14.01
N 8.72 5.67 13.34
H 5.16 5.18 8.17
H 5.45 5.91 9.73
H 5.94 4.25 9.50
H 6.53 6.27 6.54
H 8.78 7.02 5.82
H 10.76 6.58 7.32
H 11.84 4.74 8.26
H 13.74 4.28 9.66
H 13.92 5.35 11.83
H 11.38 6.37 15.21
H 9.67 6.84 16.80
H 7.30 6.22 16.38
H 6.36 4.12 14.25
H 5.91 5.27 13.00
H 5.61 5.72 14.59
S 11.29 7.46 10.52
C 12.06 6.56 11.83
C 12.66 7.34 12.95
C 13.22 6.77 14.03
C 13.40 7.66 15.17
N 13.33 8.29 16.11
C 13.39 5.30 14.39
C 12.77 4.26 13.80
C 12.03 4.51 12.55
S 10.87 3.35 11.64
C 14.19 5.15 15.55
N 14.90 5.12 16.45
H 12.48 8.40 12.95
H 12.82 3.30 14.23
Cl 5.02 8.09 11.86
Ge 6.76 7.31 11.18
Cl 7.42 3.09 11.69
Cl 7.73 8.69 10.00
```

As for the frontier orbital gap (alpha / beta): 4.68 / 4.67 eV. The calculation puts the energy above the lowest of the compared OMol25 structures with the same formula, charge and spin at 161.4 kcal/mol. Its spin multiplicity is 2. The expectation value of S² is 0.76. As for the net charge: +4.

=====

4.
C3H6N4O | ωB97M-V with the def2-TZVPD basis set

The geometry in XYZ format:
```
14
Properties=species:S:1:pos:R:3
C -0.01 1.08 -0.38
C 0.97 0.14 -0.91
C 0.43 -1.23 -0.50
H 0.83 2.48 -1.76
H -0.04 3.32 0.03
H 2.11 0.17 -1.38
H -1.03 -2.47 1.48
H 0.34 -2.10 1.98
H -2.08 0.53 0.18
N -0.02 2.40 -0.93
N -0.60 -0.87 0.62
N -0.52 -1.65 1.65
N -1.00 0.58 0.71
O 0.62 -2.39 -0.78
```

As for the frontier orbital gap: 8.89 eV. The calculation puts the energy above the lowest of the compared OMol25 structures with the same formula, charge and spin at 162.1 kcal/mol. Its spin multiplicity is 1.